i:
Computed, not measured: a cluster of 4 separate species, C5H17NO3 in total, with the ωB97M-V functional and the def2-TZVPD basis.

Calculated values
Kohn-Sham gap: 0.341 hartree
LUMO: 0.3 eV
highest occupied orbital energy: -0.329 hartree
total charge: 0

XYZ file:
```
26
Properties=species:S:1:pos:R:3:lowdin_charge:R:1
O -0.734 -1.321 -3.315 -0.0252
O 1.367 -2.884 -2.420 -0.1205
O 3.943 0.438 -0.981 -0.1080
N -1.124 1.025 -0.123 -0.0506
C -0.364 -0.071 0.465 -0.4424
C -0.552 1.558 2.238 -0.1262
C 0.398 0.480 1.646 -0.1812
C -1.359 1.967 0.929 -0.2258
C -1.290 -1.147 1.074 -0.0675
H 0.001 2.424 2.613 0.1010
H -1.858 -1.513 0.195 0.0752
H -2.159 -0.705 1.622 0.0893
H 0.491 -2.864 -2.968 0.0603
H 4.075 -0.320 -0.319 0.0706
H 1.284 -2.117 -1.837 -0.0095
H -0.764 1.411 -1.014 0.1196
H -1.294 1.266 2.897 0.0703
H 3.355 0.892 -0.317 0.0293
H -0.491 -1.067 -4.163 0.0163
H -1.043 -0.535 -2.842 0.0503
H -1.244 3.051 0.650 0.1231
H -2.379 1.934 1.174 0.0740
H -0.671 -1.885 1.641 0.0904
H 0.746 -0.364 2.316 0.1199
H 1.346 0.937 1.195 0.1119
H 0.321 -0.590 -0.354 0.1554
```

ii:
Computed, not measured: a cluster of 3 separate species, C5H17NO3 in total, with the ωB97M-V functional and the def2-TZVPD basis.

Calculated values
Kohn-Sham gap: 0.333 hartree
LUMO: 0.4 eV
highest occupied orbital energy: -0.319 hartree
total charge: 0

XYZ file:
```
26
Properties=species:S:1:pos:R:3:lowdin_charge:R:1
O -1.953 0.316 2.219 -0.0604
O 0.146 2.097 1.181 -0.0842
O -3.200 -0.758 -0.127 -0.0579
N 0.528 1.796 -1.207 -0.0503
C 0.414 0.459 -1.821 -0.2098
C 1.223 -0.933 0.230 -0.2669
C 1.437 -0.615 -1.239 -0.2045
C 1.394 -2.457 0.496 -0.1085
C -0.379 2.288 -0.136 -0.2539
H 2.424 -0.158 -1.419 0.1023
H 1.963 -0.323 0.806 0.1218
H -0.379 3.387 -0.107 0.1155
H -2.454 -0.178 -0.326 -0.0052
H -1.347 1.867 -0.363 0.1022
H 0.625 0.553 -2.885 0.0951
H -3.727 -0.192 0.449 0.0377
H 0.988 -2.667 1.520 0.0706
H 2.460 -2.708 0.379 0.0784
H 1.480 2.050 -0.999 0.1011
H -0.277 1.328 1.599 0.0224
H -0.632 0.143 -1.742 0.0998
H 1.427 -1.475 -1.958 0.1152
H -1.794 -0.632 2.074 0.0531
H -1.281 0.525 2.891 0.0595
H 0.690 -3.101 -0.010 0.0610
H 0.226 -0.612 0.493 0.0657
```

iii:
Computed, not measured: a cluster of 3 separate species, C5H17NO3 in total, with the ωB97M-V functional and the def2-TZVPD basis.

Calculated values
Kohn-Sham gap: 0.355 hartree
LUMO: 0.5 eV
highest occupied orbital energy: -0.336 hartree
total charge: 0

XYZ file:
```
26
Properties=species:S:1:pos:R:3:lowdin_charge:R:1
O 0.823 -3.462 -0.532 -0.0658
O -1.961 -1.722 1.598 -0.0616
O 2.927 -1.018 1.957 -0.0651
N 0.881 0.583 -0.903 -0.0877
C -0.515 0.736 -0.462 -0.4040
C 0.988 0.470 -2.357 -0.1386
C -0.702 0.320 1.049 -0.1364
C -2.037 -0.355 1.215 -0.2737
C -1.006 2.186 -0.650 -0.0511
H -2.065 2.324 -0.413 0.0841
H -0.534 2.565 -1.552 0.0716
H 0.093 -0.402 1.266 0.0973
H 1.124 -3.193 0.353 0.0326
H 1.228 -0.556 -2.683 0.0694
H -2.727 -0.394 0.373 0.1194
H 0.731 -2.585 -0.929 0.0137
H -1.320 -1.874 2.271 0.0627
H -2.626 0.165 2.000 0.1154
H -1.145 0.033 -0.996 0.1244
H 3.344 -0.512 1.262 0.0226
H -0.544 1.162 1.718 0.1055
H 0.005 0.600 -2.833 0.0765
H 2.603 -0.321 2.560 0.0431
H 1.397 1.392 -0.591 0.0981
H -0.636 2.771 0.208 0.0729
H 1.674 1.090 -2.927 0.0744
```

iv:
Computed, not measured: a cluster of 3 separate species, C5H17NO3 in total, with the ωB97M-V functional and the def2-TZVPD basis.

Calculated values
Kohn-Sham gap: 0.384 hartree
LUMO: 0.7 eV
highest occupied orbital energy: -0.357 hartree
total charge: 0

XYZ file:
```
26
Properties=species:S:1:pos:R:3:lowdin_charge:R:1
O -0.556 2.709 1.522 -0.0777
O 2.614 0.657 -0.443 -0.0744
O -1.066 2.858 -1.186 -0.0563
N 0.403 -0.368 1.898 0.0281
C -1.608 -0.822 -0.331 -0.0576
C 0.856 -0.756 0.510 -0.3160
C 1.200 0.594 -0.150 -0.1935
C -0.251 -1.538 -0.181 -0.4032
C 0.207 -2.088 -1.520 -0.0668
H -1.605 2.095 -1.040 -0.0058
H -0.841 3.113 -0.290 -0.0131
H -1.655 -0.279 -1.264 0.0706
H -1.790 -0.213 0.558 0.0727
H 0.711 0.715 -1.120 0.1152
H -0.147 1.831 1.596 -0.0051
H 1.230 -0.239 2.454 0.0810
H -0.269 -0.988 2.307 0.0674
H -2.394 -1.582 -0.335 0.0817
H 0.965 1.374 0.551 0.0756
H -1.090 2.886 2.329 0.0765
H 0.830 -1.365 -2.053 0.0774
H 2.742 0.538 -1.400 0.0883
H -0.380 -2.375 0.515 0.1298
H 0.768 -3.023 -1.451 0.0797
H -0.641 -2.394 -2.144 0.0820
H 1.767 -1.340 0.666 0.1434
```

Most favorable structure: iv. The second most favorable one is 48.6 kJ/mol above it.